No. 1
DFT (wB97M-V/def2-TZVPD) results for the ion C11H14N3O with charge +1 at a distorted geometry.

Structure (XYZ):
```
29
Properties=species:S:1:pos:R:3:forces:R:3
C 1.4975 2.3781 1.7505 0.4708 -0.3473 -0.0002
N 0.8074 1.6579 0.6690 1.7006 0.4701 -1.3473
C 1.4012 1.3101 -0.5558 -1.6216 -0.0026 2.1621
N 2.5730 1.7910 -0.9236 -0.3361 -0.4350 -0.4137
N 0.6269 0.4699 -1.2416 2.4029 0.4420 -1.9396
C -0.6878 0.2928 -0.7475 -1.5178 1.8526 3.4335
C -1.7258 0.9876 -1.6771 -1.8512 -0.3665 2.8535
C -0.9634 -1.0902 -0.1611 0.0349 -1.1224 -0.0317
C 0.1476 -1.8897 0.2316 -0.2865 0.2361 -0.5100
C -0.0614 -3.1142 0.8190 -2.0334 -0.8625 1.0309
C -1.3938 -3.4763 1.1065 0.5906 -2.8776 -0.1481
C -2.4900 -2.7482 0.6973 -0.4902 -1.0720 2.1308
C -2.3005 -1.5604 0.1453 3.6336 3.2671 -1.7331
C -0.4495 1.1816 0.7973 -2.0049 -1.0012 -0.7451
O -1.1045 1.3352 1.8011 0.3789 -0.5228 -1.9291
H 1.2562 3.4401 1.8668 0.3138 0.0799 -1.1685
H 1.1344 2.0782 2.7627 0.7162 -0.9536 -0.9664
H 2.5441 2.1298 1.4382 -0.5631 0.8420 1.7846
H 3.2542 2.1175 -0.2660 0.0480 0.2901 0.0829
H 2.8843 1.5477 -1.8407 0.4655 -0.0705 -0.3491
H 0.8891 0.2040 -2.2286 -0.5040 0.3487 1.5996
H -2.4404 1.6702 -1.0688 0.5769 -1.8971 -0.4990
H -2.2371 0.1647 -2.1796 -0.3637 0.5529 -0.2366
H -1.4259 1.7712 -2.3107 1.4712 0.3617 -1.2651
H 1.2163 -1.6980 0.1341 -0.3530 0.8423 -0.5130
H 0.7338 -3.7931 1.1420 -0.1610 0.4948 -0.2506
H -1.6231 -4.4942 1.5370 0.5680 1.2963 -0.2000
H -3.4859 -2.9444 1.0792 0.0592 -0.6037 -0.3132
H -3.0599 -0.8488 0.0558 -1.3444 0.7578 -0.5187
```
Forces are in eV/Å.

Output
Frontier orbital gap in eV: 8.84
Charge: +1
Structure (SMILES): CN1C(=[NH2+])N[C@@](C)(c2ccccc2)C1=O

=====

No. 2
DFT (wB97M-V/def2-TZVPD) results for a structure of composition C28H34InN11O7P3.

Structure (XYZ):
```
84
Properties=species:S:1:pos:R:3:forces:R:3
In 0.1012 0.2901 0.0950 0.2505 0.0834 0.5697
C 4.7497 2.4944 2.8798 -0.0246 0.0075 -0.0564
N 3.9431 2.0377 1.7523 0.0828 0.0268 0.0602
C 4.4405 1.7071 0.5254 0.0103 0.0020 0.0290
C 3.3804 1.2761 -0.2111 -0.1174 -0.0403 0.0335
N 2.2392 1.3431 0.5414 0.1121 -0.0236 -0.1151
C 2.6076 1.7959 1.7335 -0.0989 0.0171 -0.0011
P 1.6494 1.8545 3.2782 -0.0357 -0.0749 0.0569
C 0.0282 2.3927 2.6551 0.1483 0.1094 -0.0270
N -0.4411 2.2290 1.4311 -0.2225 -0.1596 -0.0092
C -1.6683 2.8380 1.3970 0.0950 0.0086 -0.0893
C -1.9263 3.3869 2.6175 0.0448 0.0024 0.0458
N -0.8433 3.1079 3.4065 -0.0331 0.0239 0.1025
C -0.7201 3.4238 4.8246 0.0034 0.0084 -0.0687
C 1.2865 0.0338 3.3076 -0.0037 0.1601 -0.0071
N 1.0306 -0.5765 2.2091 0.0265 -0.1919 -0.1051
C 0.6771 -1.9540 2.5527 -0.0506 0.0541 -0.0183
C 0.8509 -2.0564 4.0955 0.0177 -0.0197 -0.0061
N 1.2182 -0.6891 4.4485 -0.0393 0.0776 -0.0027
C 1.7415 -0.3327 5.7527 -0.0170 -0.0327 0.0170
H 5.6430 2.9735 2.4885 -0.0012 0.0012 0.0116
H 4.1901 3.2162 3.4680 0.0052 -0.0023 0.0003
H 5.0400 1.6564 3.5113 -0.0040 -0.0105 -0.0006
H 5.4853 1.7986 0.2887 0.0193 0.0059 -0.0010
H 3.3708 0.9064 -1.2198 -0.0021 0.0024 -0.0134
H -2.2817 2.8160 0.5100 0.0277 -0.0260 0.0245
H -2.7710 3.9394 2.9892 -0.0107 0.0124 0.0127
H -1.4984 4.1344 5.0877 0.0051 0.0053 0.0017
H -0.8408 2.5239 5.4268 -0.0053 -0.0058 0.0074
H 0.2503 3.8719 5.0265 0.0033 -0.0058 0.0067
H 1.1881 -2.6610 1.9041 0.0283 -0.0016 0.0124
H 1.5558 -2.7724 4.5185 0.0042 -0.0139 -0.0017
H 1.1547 -0.8286 6.5245 0.0066 0.0178 -0.0067
H 2.7886 -0.6288 5.8621 0.0020 -0.0215 0.0091
H 1.6612 0.7414 5.9123 0.0148 0.0031 -0.0286
N -0.5694 2.4382 -3.6714 0.1083 0.1282 -0.0919
C 0.7298 2.8467 -3.4616 -0.1268 0.0065 0.0047
C 1.0398 2.4320 -2.2125 -0.0413 -0.0301 0.0735
N -0.0376 1.7642 -1.6602 0.1027 -0.1080 -0.0531
C -1.0015 1.8108 -2.5628 -0.0733 -0.1119 -0.0532
C -2.3682 1.3439 -2.3949 0.1776 -0.0003 -0.1152
N -3.0147 1.3754 -1.2613 -0.1378 0.0089 -0.0005
C -4.2515 0.8461 -1.5341 -0.0015 -0.0095 -0.0070
C -4.3418 0.5128 -2.8523 0.0621 0.0172 -0.0071
N -3.1329 0.8560 -3.4037 -0.1579 -0.0421 0.0407
H -1.1248 2.6506 -4.4835 -0.0435 0.0339 0.0737
H 1.2875 3.3956 -4.1971 0.0181 0.0004 -0.0176
H 1.9515 2.5805 -1.6694 0.0170 -0.0209 0.0043
H -5.0012 0.7380 -0.7697 -0.0211 0.0083 0.0133
H -5.1289 0.0677 -3.4328 -0.0292 0.0103 -0.0117
H -2.8395 0.6289 -4.3382 0.0916 -0.0744 0.0655
C 1.5219 -4.3421 -2.4835 -0.0009 -0.0021 -0.0233
C 1.1232 -2.9031 -2.7812 -0.0226 -0.0427 0.1461
O 1.2494 -2.6821 -4.1964 0.0913 0.0106 -0.0494
P -0.6482 -2.5899 -2.4723 0.1326 0.0266 0.0479
O -1.3468 -3.4306 -3.6334 -0.1534 0.0199 0.0931
O -1.1216 -3.3832 -1.1753 0.0151 0.1366 -0.0112
O -0.9892 -1.1584 -2.4045 -0.0919 -0.0154 -0.0008
P 2.1940 -1.7471 -1.8022 -0.0561 -0.0616 -0.0136
O 2.2834 -0.4843 -2.8509 -0.1472 -0.0202 0.1305
O 3.5406 -2.2971 -1.5827 -0.0265 0.0399 -0.0165
O 1.3503 -1.3002 -0.6194 0.0884 0.1689 -0.2729
H 0.8595 -5.0448 -2.9929 0.0001 0.0049 -0.0090
H 1.5066 -4.5369 -1.4109 -0.0305 0.0046 0.0127
H 2.5409 -4.5000 -2.8312 0.0009 0.0131 0.0059
H 1.4930 -1.7539 -4.3175 -0.0495 0.0107 -0.0178
H -0.8684 -3.3242 -4.4670 0.1045 -0.0112 -0.0963
H -1.1330 -4.3397 -1.2897 -0.0384 -0.1086 -0.0204
H 3.1761 -0.4875 -3.2160 0.1438 0.0138 -0.0631
C -1.7208 -0.6840 0.8532 0.1129 0.1016 -0.2275
C -1.6526 -0.9592 2.2931 -0.0029 0.0003 -0.0562
C -2.2153 -0.1668 3.2235 -0.0767 -0.0175 0.1090
C -2.1490 -0.4605 4.6467 -0.0736 0.1032 -0.1071
C -1.4561 -1.4930 5.1430 0.0484 -0.1207 0.1594
C -0.6622 -2.3910 4.2435 0.0079 0.0044 0.0069
C -0.8604 -2.1644 2.7133 0.0567 -0.0198 -0.0083
C -1.3922 -1.7310 6.5564 -0.0034 0.1176 -0.2541
N -1.2731 -1.9069 7.6872 0.0125 -0.0532 0.0904
H -2.5153 0.0086 0.5966 -0.0790 -0.0594 0.0218
H -1.7846 -1.5849 0.2471 -0.1086 -0.0617 0.0579
H -2.7948 0.6916 2.9047 -0.0058 -0.0015 0.0325
H -2.7058 0.1699 5.3309 -0.0023 0.0178 -0.0154
H -0.7988 -3.4325 4.5348 0.0038 -0.0154 -0.0275
H -1.2187 -3.0408 2.1709 -0.0365 0.0006 0.0151
```
Forces are in eV/Å.

Output
Frontier orbital gap in eV: 7.86
Charge: +1

=====

No. 3
DFT (wB97M-V/def2-TZVPD) results for a structure of composition C36H49AsN3RuS2 at a distorted geometry.

Structure (XYZ):
```
92
Properties=species:S:1:pos:R:3:forces:R:3
Ru 0.0532 0.8776 -0.2192 0.1804 0.1755 0.7426
S -0.9534 2.5209 -1.6746 -0.0366 0.0231 0.0130
C -2.3149 1.8140 -0.9294 0.0254 0.0215 -0.2217
N -2.0315 0.8469 -0.0838 0.1565 -0.0031 -0.4129
C -3.1720 0.3333 0.5220 0.0155 -0.0418 0.0359
C -3.2336 -0.6719 1.4765 -0.0075 0.0230 0.0123
C -4.4668 -1.0398 1.9806 0.0046 -0.0208 -0.0081
C -5.6364 -0.4129 1.5478 -0.0113 -0.0026 0.0076
C -5.5880 0.5925 0.6001 -0.0023 0.0040 -0.0111
C -4.3494 0.9572 0.0890 0.0217 0.0226 0.0192
S -3.9920 2.1933 -1.0884 0.0038 0.0123 0.0724
H -2.3232 -1.1348 1.8150 0.0948 -0.0625 0.0673
H -4.5279 -1.8228 2.7245 0.0113 0.0055 0.0200
H -6.5897 -0.7075 1.9643 -0.0008 -0.0135 -0.0109
H -6.4908 1.0896 0.2717 -0.0015 -0.0114 -0.0165
C -1.4470 -2.7516 3.7395 -0.0180 0.0458 -0.0493
C -0.3705 -2.7730 2.6484 0.0481 -0.0747 -0.0189
C 0.0716 -4.2213 2.4082 -0.0211 -0.0049 -0.0446
C 0.8094 -1.8918 3.0085 -0.1228 0.2185 0.0701
C 1.3775 -2.0215 4.2745 0.0108 -0.0279 0.0251
C 2.4753 -1.2771 4.6577 0.0135 -0.0234 0.0135
C 3.0527 -0.3876 3.7662 -0.0582 0.1296 0.0112
C 2.5198 -0.2061 2.4978 -0.0434 -0.0453 -0.0298
C 3.2942 0.5938 1.4589 0.0160 -0.0541 0.0882
C 3.9162 1.8806 1.9975 0.0039 -0.1124 0.0208
C 4.3922 -0.2974 0.8664 -0.0426 -0.0018 -0.1044
C 1.3706 -0.9402 2.1511 0.6710 -0.0656 -0.1280
N 0.9394 -0.7945 0.7838 -0.6653 -0.1846 0.0373
C 1.1820 -1.7814 0.0011 -0.0027 -0.0189 0.1618
C 0.8483 -1.6185 -1.4003 0.0623 0.0308 -0.2005
N 0.3464 -0.4910 -1.7385 -0.3658 -0.0756 0.1160
C 0.0763 -0.2503 -3.1260 0.0946 -0.0999 -0.1056
C -1.0103 -0.8719 -3.7370 -0.0047 0.0948 0.0496
C -1.1738 -0.6491 -5.1023 -0.0239 0.0056 0.0100
C -0.2991 0.1590 -5.8049 -0.0035 0.0085 -0.0217
C 0.7445 0.7994 -5.1521 -0.0298 0.0272 0.0267
C 0.9437 0.6189 -3.7917 0.0284 -0.1034 -0.0030
C 2.1058 1.2725 -3.0663 0.0184 -0.0142 -0.0235
C 2.2899 2.7390 -3.4490 -0.0020 -0.0084 -0.0117
C 3.3940 0.4775 -3.2950 -0.0105 -0.0040 0.0435
C -2.0272 -1.6902 -2.9620 -0.0224 -0.0044 -0.0537
C -2.0615 -3.1432 -3.4373 0.0093 -0.0070 0.0139
C -3.4145 -1.0489 -3.0595 0.0138 -0.0115 0.0314
H -2.3710 -3.1909 3.3617 -0.0138 -0.0235 0.0066
H -1.6576 -1.7402 4.0886 -0.0311 0.0226 -0.0401
H -1.1380 -3.3428 4.6020 -0.0062 0.0124 0.0091
H -0.8102 -2.4022 1.7209 0.0125 0.0149 -0.0197
H 0.5092 -4.6415 3.3150 0.0174 0.0039 -0.0038
H 0.8139 -4.3077 1.6137 0.0178 0.0115 0.0038
H -0.7852 -4.8379 2.1322 -0.0034 0.0005 0.0184
H 0.9618 -2.7433 4.9656 -0.0193 0.0210 0.0064
H 2.9052 -1.4149 5.6407 -0.0062 0.0127 0.0079
H 3.9465 0.1503 4.0546 -0.0119 -0.0042 0.0006
H 2.6092 0.8525 0.6398 -0.0488 0.1307 -0.0061
H 4.7040 1.6610 2.7188 0.0090 0.0073 -0.0078
H 3.1863 2.5196 2.4856 -0.1160 0.0702 0.0849
H 4.3757 2.4440 1.1853 0.0028 0.0082 -0.0245
H 5.0543 -0.6534 1.6569 -0.0026 0.0026 0.0074
H 4.9940 0.2588 0.1457 -0.0221 -0.0098 -0.0231
H 3.9761 -1.1720 0.3618 0.0113 -0.0183 0.0136
H 1.6636 -2.6864 0.3596 0.0486 0.0184 0.0020
H 1.0789 -2.3857 -2.1344 -0.0364 -0.0088 -0.0018
H -2.0028 -1.1146 -5.6204 -0.0033 -0.0004 -0.0005
H -0.4342 0.3008 -6.8689 -0.0138 0.0172 0.0031
H 1.4081 1.4440 -5.7135 0.0019 0.0012 0.0034
H 1.8910 1.2412 -1.9845 -0.0105 0.0604 -0.0313
H 2.6150 2.8354 -4.4856 0.0109 0.0122 0.0012
H 3.0575 3.1979 -2.8241 0.0036 -0.0026 -0.0025
H 1.3651 3.3050 -3.3340 -0.0098 -0.0102 0.0039
H 3.6023 0.3986 -4.3631 0.0157 0.0078 -0.0019
H 3.3169 -0.5369 -2.8968 -0.0083 -0.0091 -0.0218
H 4.2438 0.9688 -2.8180 0.0003 -0.0051 0.0141
H -1.7511 -1.6832 -1.9051 0.0247 -0.0006 -0.0015
H -2.3704 -3.2027 -4.4821 0.0004 -0.0014 -0.0041
H -2.7722 -3.7231 -2.8468 -0.0040 0.0028 -0.0014
H -1.0817 -3.6187 -3.3585 0.0011 0.0026 0.0108
H -3.7973 -1.0903 -4.0804 -0.0004 0.0101 -0.0084
H -3.3864 -0.0015 -2.7534 0.0025 -0.0547 -0.0432
H -4.1213 -1.5757 -2.4159 -0.0060 -0.0112 -0.0017
C -0.0099 2.6429 3.3944 -0.0725 -0.3023 1.2343
As -0.1176 2.6288 1.5284 -0.1614 0.6353 -1.8572
C -1.7274 3.7424 1.4646 0.0072 -0.1982 -0.1803
C 1.1947 3.9848 1.0027 0.0179 -0.0767 0.1077
H 0.0773 3.6930 3.6562 0.1203 0.0268 0.2899
H 0.7931 2.0553 3.8228 0.1602 -0.0469 0.0418
H -0.9663 2.2769 3.7716 0.0908 -0.0521 0.1114
H -1.6582 4.5010 2.2413 0.0480 0.0071 0.0506
H -2.6161 3.1348 1.6390 0.0172 0.0026 0.0370
H -1.8114 4.2265 0.4951 0.0002 -0.0250 -0.0014
H 1.4689 4.6047 1.8558 -0.0170 0.0351 -0.0065
H 0.7494 4.6061 0.2272 -0.0238 -0.0386 -0.0069
H 2.0950 3.5208 0.6037 -0.0012 -0.0093 -0.0062
```
Forces are in eV/Å.

Output
Frontier orbital gap (alpha / beta) in eV: 6.31 / 6.32
Charge: +1

=====

No. 4
DFT (wB97M-V/def2-TZVPD) results for a cluster of 3 separate species, C4H8O2 in total.

Structure (XYZ):
```
14
Properties=species:S:1:pos:R:3:forces:R:3
C -0.8397 1.6101 0.5694 0.1331 0.1181 -0.0641
C 0.2978 2.0079 0.0132 -0.1539 0.0168 0.0830
H -1.0063 1.6454 1.6430 0.0503 0.0335 -0.1408
H -1.6514 1.1981 -0.0231 0.1227 0.1266 0.0750
H 0.4620 1.9299 -1.0577 -0.0540 0.0680 0.1642
H 1.1270 2.3908 0.6045 -0.1497 -0.0063 -0.0363
C 1.6058 -0.9477 -0.1572 -0.0493 0.0477 -0.3459
O 1.1297 -0.5590 -1.1957 0.2925 -0.3449 0.3982
H 1.0975 -0.8062 0.8155 0.0534 0.0774 -0.1549
H 2.5684 -1.4868 -0.1431 0.0509 0.0559 0.0286
C -1.2031 -1.7459 -0.2756 -0.1659 0.0636 0.3011
O -1.5382 -1.2622 0.7762 0.0592 -0.3450 -0.4559
H -0.6950 -2.7315 -0.3224 -0.0759 0.0949 0.0065
H -1.3544 -1.2428 -1.2470 -0.1133 -0.0062 0.1414
```
Forces are in eV/Å.

Output
Frontier orbital gap in eV: 10.35
Charge: 0
Structure (SMILES): C=C.C=O.C=O

=====

Values of ΔE to the lowest compared entry with this formula, charge and spin, in order: 89.89; 180.75; 66.59; 333.09, all in kJ/mol.